Record 1
{
  "formula": "C2H6N2OS",
  "method": "ωB97M-V with the def2-TZVPD basis set",
  "lumo_energy_ev": 0.637,
  "charge": 0,
  "multiplicity": 1,
  "orbital_gap_ev": 10.20,
  "de_lowest_kj_mol": 269.99,
  "smiles": "[H]/N=C(\\CS)NO",
  "e_homo_ha": -0.3515,
  "symbols": ["H", "N", "C", "C", "S", "N", "O", "H", "H", "H", "H", "H"],
  "xyz": [[-0.941, 2.035, -0.547], [0.021, 1.897, -0.191], [0.229, 0.681, 0.004], [-0.675, -0.510, -0.263], [-2.510, -0.100, -0.011], [1.498, 0.227, 0.527], [2.089, -0.734, -0.330], [-0.490, -0.890, -1.270], [-0.411, -1.302, 0.440], [-2.858, -0.872, 1.077], [1.997, 1.122, 0.401], [2.051, -1.552, 0.163]],
  "forces_ev_per_angstrom": [[0.557, 0.074, 0.507], [-0.563, 0.523, -0.327], [0.079, -2.230, -0.170], [-1.078, 0.143, 0.730], [0.625, -0.538, -0.001], [-0.682, 2.163, -0.143], [-0.129, 0.345, -0.481], [-0.320, 0.114, 0.063], [-0.131, 0.079, -0.134], [0.730, 0.439, -0.723], [0.794, -0.886, 0.328], [0.118, -0.225, 0.352]]
}


Record 2
{
  "formula": "C24H31F15N2O10",
  "method": "ωB97M-V with the def2-TZVPD basis set",
  "lumo_energy_ev": 0.271,
  "charge": 0,
  "multiplicity": 1,
  "orbital_gap_ev": 11.54,
  "smiles": "CCOC(=O)C(F)(F)F.CCOC(=O)C(F)(F)F.CCOC(=O)C(F)(F)F.CCOC(=O)C(F)(F)F.CCOC(=O)C(F)(F)F.CC#N.CC#N",
  "e_homo_ha": -0.4143,
  "symbols": ["C", "C", "O", "C", "O", "C", "F", "F", "F", "H", "H", "H", "H", "H", "C", "C", "O", "C", "O", "C", "F", "F", "F", "H", "H", "H", "H", "H", "C", "C", "O", "C", "O", "C", "F", "F", "F", "H", "H", "H", "H", "H", "C", "C", "O", "C", "O", "C", "F", "F", "F", "H", "H", "H", "H", "H", "C", "C", "O", "C", "O", "C", "F", "F", "F", "H", "H", "H", "H", "H", "C", "C", "N", "H", "H", "H", "C", "C", "N", "H", "H", "H"],
  "xyz": [[-3.368, -4.426, -0.579], [-2.833, -3.708, -1.835], [-3.726, -3.651, -2.922], [-3.857, -2.534, -3.649], [-3.292, -1.459, -3.541], [-4.712, -2.960, -4.850], [-4.347, -2.077, -5.851], [-4.506, -4.221, -5.208], [-5.989, -2.786, -4.541], [-2.536, -4.534, 0.117], [-3.712, -5.415, -0.879], [-4.229, -3.927, -0.134], [-1.890, -4.117, -2.197], [-2.668, -2.679, -1.515], [4.081, -3.797, -3.508], [5.019, -2.776, -3.029], [4.221, -1.627, -2.847], [4.729, -0.404, -2.627], [5.912, -0.239, -2.286], [3.795, 0.808, -2.843], [4.156, 1.525, -3.870], [2.531, 0.366, -2.890], [3.922, 1.574, -1.753], [4.516, -4.657, -4.017], [3.441, -3.374, -4.282], [3.471, -4.134, -2.670], [5.679, -2.475, -3.843], [5.520, -3.098, -2.116], [-2.557, 4.538, -0.574], [-1.125, 3.996, -0.555], [-0.751, 3.323, -1.709], [-0.046, 4.163, -2.566], [0.138, 5.366, -2.575], [0.562, 3.325, -3.747], [1.883, 3.470, -3.754], [0.333, 2.016, -3.608], [0.095, 3.671, -4.946], [-2.831, 4.776, 0.454], [-3.387, 3.905, -0.890], [-2.538, 5.452, -1.169], [-0.973, 3.280, 0.254], [-0.548, 4.852, -0.206], [-7.805, 0.228, 2.347], [-6.743, -0.318, 3.318], [-5.546, 0.360, 3.036], [-4.491, -0.020, 2.266], [-4.481, -1.060, 1.607], [-3.376, 1.021, 2.178], [-2.525, 0.780, 1.171], [-3.997, 2.143, 1.780], [-2.761, 1.186, 3.362], [-7.995, 1.296, 2.446], [-8.751, -0.213, 2.661], [-7.474, 0.073, 1.320], [-6.743, -1.398, 3.167], [-7.160, -0.043, 4.287], [4.056, 1.982, 2.926], [4.179, 0.863, 3.953], [5.309, 0.852, 4.691], [5.438, 1.406, 5.873], [4.506, 1.722, 6.595], [6.802, 1.348, 6.495], [6.787, 0.487, 7.476], [7.708, 0.994, 5.645], [7.155, 2.498, 7.014], [3.202, 1.735, 2.295], [4.903, 2.029, 2.242], [3.846, 2.912, 3.454], [3.978, -0.018, 3.344], [3.277, 0.897, 4.565], [2.482, -1.461, 1.555], [1.247, -2.256, 1.278], [0.308, -2.858, 1.019], [2.948, -1.827, 2.470], [2.313, -0.385, 1.529], [3.094, -1.854, 0.743], [-0.484, -0.035, -1.003], [0.288, 0.849, -0.166], [0.968, 1.572, 0.536], [-0.974, 0.520, -1.803], [-1.221, -0.580, -0.413], [0.149, -0.764, -1.508]],
  "forces_ev_per_angstrom": [[-0.142, -0.534, -1.450], [0.545, 1.258, 1.846], [-0.904, 0.188, -0.257], [2.069, 0.150, 0.283], [-1.294, -1.976, 0.245], [0.818, 1.988, -0.438], [-0.906, -1.562, 0.494], [-0.125, 0.515, -0.437], [-0.513, -0.084, -0.416], [-0.169, 0.137, 0.085], [0.075, -0.211, 0.175], [0.273, 0.262, 0.031], [-0.075, -0.170, 0.085], [0.413, 0.102, -0.161], [-1.270, -1.133, -0.619], [1.260, 0.430, -0.742], [-1.883, 2.564, 0.570], [4.364, -1.420, 0.684], [-3.164, -0.020, -0.969], [0.152, -1.284, 1.975], [-0.313, 0.096, -0.977], [-0.009, 0.569, -0.617], [-0.239, 0.186, 0.051], [0.467, -0.034, 0.456], [-0.205, 0.167, 0.184], [-0.202, -0.186, -0.203], [0.753, -0.389, 0.363], [0.287, 0.422, -0.092], [0.053, 0.148, 0.126], [-1.959, 0.093, 2.996], [2.236, 2.360, -2.422], [-0.218, 0.157, -0.994], [-0.745, -2.441, 0.915], [-0.075, -0.625, 0.321], [0.330, 0.417, 0.041], [-0.323, -0.224, 0.158], [-0.160, 0.448, 0.234], [0.200, 0.356, 0.079], [0.458, -0.403, -0.420], [-0.362, 0.034, 0.020], [-0.292, -0.212, -0.084], [0.743, -0.065, -0.946], [0.156, 0.216, 0.344], [-2.134, 0.136, -1.613], [3.025, 1.219, 0.320], [-2.534, -3.862, -0.944], [0.384, 2.295, 1.443], [-0.758, 0.682, -0.513], [0.202, -0.624, 1.142], [0.101, 0.737, 0.727], [-0.061, 0.045, -1.085], [0.463, 0.144, 0.254], [-0.094, -0.428, -0.705], [-0.536, -0.411, -0.048], [0.722, 0.020, 0.256], [1.064, -0.145, 0.399], [0.001, 0.016, 0.357], [-3.940, 0.390, -1.853], [3.536, -0.350, 0.074], [-3.854, -0.224, 1.767], [1.183, 0.239, -1.173], [-0.023, 0.447, -0.114], [-0.218, -1.432, 1.218], [1.679, -0.698, -1.609], [0.065, 1.533, 0.329], [-0.210, 0.182, 0.089], [0.198, 0.227, 0.293], [0.261, 0.255, -0.403], [1.219, -0.703, 0.550], [0.123, 0.199, 0.489], [-0.711, -1.686, -0.556], [0.497, 1.102, 0.682], [-0.255, -0.210, -0.134], [-0.208, 0.242, 0.102], [0.011, -0.223, -0.104], [0.603, 0.759, -0.094], [-0.381, -0.416, -0.600], [4.160, 4.077, 4.030], [-3.794, -4.087, -3.849], [-0.126, 0.166, 0.169], [0.026, 0.092, -0.008], [0.208, 0.008, 0.199]]
}


Record 3
{
  "formula": "C46H45BNO7",
  "method": "ωB97M-V with the def2-TZVPD basis set",
  "lumo_energy_ev": -0.002,
  "charge": -1,
  "multiplicity": 1,
  "orbital_gap_ev": 4.48,
  "e_homo_ha": -0.1646,
  "symbols": ["C", "C", "C", "C", "C", "C", "C", "C", "C", "C", "C", "C", "N", "O", "B", "C", "C", "O", "O", "C", "C", "C", "C", "H", "H", "H", "H", "H", "H", "H", "H", "H", "H", "H", "H", "H", "H", "H", "H", "H", "H", "H", "H", "H", "H", "H", "H", "H", "H", "H", "H", "H", "C", "C", "C", "C", "C", "C", "C", "O", "C", "C", "C", "C", "C", "C", "C", "O", "H", "H", "H", "H", "H", "H", "H", "H", "C", "C", "C", "C", "C", "C", "C", "O", "C", "C", "C", "C", "C", "C", "C", "O", "H", "H", "H", "H", "H", "H", "H", "H"],
  "xyz": [[10.705, -4.317, -1.840], [9.355, -3.867, -2.340], [9.231, -3.023, -3.441], [7.984, -2.614, -3.893], [6.804, -3.008, -3.262], [5.463, -2.509, -3.756], [4.793, -1.361, -2.959], [5.665, -0.102, -2.848], [6.212, 0.418, -4.181], [6.461, 1.935, -4.223], [6.962, 2.575, -2.927], [8.229, 1.946, -2.303], [9.072, 1.216, -3.274], [3.629, -0.990, -3.643], [2.450, -1.672, -3.079], [1.146, -0.620, -2.915], [1.290, 0.620, -3.678], [0.687, 0.932, -4.696], [2.921, -2.144, -1.739], [4.292, -1.872, -1.573], [4.475, -0.933, -0.382], [6.938, -3.889, -2.184], [8.182, -4.299, -1.733], [11.464, -3.570, -2.083], [10.998, -5.273, -2.277], [10.694, -4.418, -0.752], [10.115, -2.671, -3.966], [7.921, -1.968, -4.759], [5.577, -2.177, -4.791], [4.738, -3.330, -3.773], [5.009, 0.664, -2.427], [6.491, -0.288, -2.152], [5.513, 0.150, -4.977], [7.157, -0.071, -4.415], [7.157, 2.162, -5.033], [5.514, 2.425, -4.481], [6.165, 2.558, -2.180], [7.168, 3.632, -3.129], [8.832, 2.741, -1.854], [7.932, 1.292, -1.480], [9.061, 0.223, -3.070], [10.038, 1.497, -3.157], [2.112, -2.653, -3.766], [0.233, -1.141, -3.205], [1.109, -0.399, -1.841], [2.041, 1.337, -3.282], [4.756, -2.823, -1.291], [3.900, -0.015, -0.533], [5.517, -0.650, -0.205], [4.106, -1.438, 0.513], [6.056, -4.269, -1.684], [8.246, -4.977, -0.887], [-2.294, -0.265, -3.258], [-2.973, -1.445, -3.538], [-3.757, -2.049, -2.569], [-3.863, -1.478, -1.308], [-3.170, -0.297, -1.020], [-2.391, 0.306, -1.999], [-3.241, 0.325, 0.329], [-2.670, 1.362, 0.590], [-4.057, -0.371, 1.372], [-4.106, 0.161, 2.655], [-4.869, -0.456, 3.631], [-5.594, -1.605, 3.330], [-5.543, -2.142, 2.055], [-4.772, -1.530, 1.074], [-4.723, -2.137, -0.291], [-5.371, -3.132, -0.545], [-1.669, 0.198, -4.012], [-2.881, -1.897, -4.516], [-4.290, -2.967, -2.777], [-1.856, 1.215, -1.764], [-3.543, 1.059, 2.871], [-4.906, -0.042, 4.631], [-6.198, -2.079, 4.093], [-6.097, -3.036, 1.804], [-7.734, 2.199, 2.678], [-8.866, 2.883, 2.247], [-9.753, 3.412, 3.169], [-9.519, 3.254, 4.529], [-8.389, 2.555, 4.962], [-7.498, 2.037, 4.032], [-8.124, 2.337, 6.411], [-7.141, 1.735, 6.790], [-9.116, 2.879, 7.385], [-8.917, 2.656, 8.742], [-9.819, 3.158, 9.664], [-10.921, 3.890, 9.236], [-11.125, 4.114, 7.885], [-10.227, 3.606, 6.955], [-10.480, 3.842, 5.503], [-11.438, 4.488, 5.134], [-7.036, 1.789, 1.959], [-9.053, 3.004, 1.188], [-10.634, 3.952, 2.848], [-6.622, 1.508, 4.375], [-8.054, 2.088, 9.059], [-9.665, 2.980, 10.721], [-11.622, 4.286, 9.959], [-11.977, 4.679, 7.535]],
  "forces_ev_per_angstrom": [[-0.110, 0.277, 0.074], [0.062, 0.080, -0.117], [0.006, -0.006, 0.027], [-0.075, 0.036, 0.061], [-0.054, -0.061, 0.082], [0.158, -0.232, 0.006], [-0.002, 0.215, 0.078], [0.086, -0.135, -0.260], [0.107, -0.045, -0.016], [-0.360, -0.057, 0.018], [0.288, 0.070, -0.022], [-0.049, -0.056, -0.115], [0.221, 0.096, 0.289], [0.151, 0.277, -0.093], [0.155, -0.479, 0.130], [-0.218, -0.148, 0.035], [-0.030, 0.097, -0.060], [-0.034, -0.110, 0.152], [0.002, 0.166, -0.167], [-0.521, -0.195, 0.252], [0.019, 0.184, -0.027], [-0.076, 0.077, -0.090], [0.061, -0.052, 0.029], [0.031, -0.126, -0.059], [0.043, 0.005, 0.022], [0.013, -0.110, -0.061], [0.039, -0.060, 0.065], [0.025, 0.007, -0.028], [-0.063, 0.047, 0.060], [0.024, 0.046, 0.040], [0.091, -0.087, 0.150], [-0.064, 0.096, 0.006], [-0.026, 0.083, 0.042], [-0.037, -0.082, 0.015], [0.008, -0.042, 0.039], [0.076, 0.037, 0.046], [0.037, 0.019, 0.014], [-0.074, -0.038, -0.047], [-0.079, -0.015, 0.013], [0.027, -0.047, -0.039], [-0.152, -0.008, -0.122], [-0.010, 0.017, -0.060], [-0.097, 0.147, 0.010], [0.027, 0.021, -0.017], [0.095, 0.081, -0.060], [0.046, -0.075, -0.022], [0.313, 0.107, -0.164], [-0.020, -0.075, 0.058], [0.013, -0.106, -0.027], [-0.071, 0.087, -0.056], [-0.013, 0.012, -0.053], [-0.023, 0.012, 0.005], [0.011, 0.061, -0.069], [-0.025, 0.012, 0.012], [0.025, 0.009, -0.079], [-0.015, 0.016, 0.051], [-0.001, -0.018, 0.039], [-0.014, 0.000, -0.051], [0.001, 0.017, -0.019], [-0.009, 0.017, -0.002], [-0.006, -0.021, -0.034], [-0.054, 0.010, 0.076], [-0.002, 0.014, 0.015], [-0.003, 0.009, -0.016], [-0.043, 0.008, 0.079], [0.030, 0.017, -0.021], [-0.004, -0.009, -0.021], [-0.005, -0.009, -0.003], [0.051, -0.022, 0.021], [0.014, -0.002, -0.006], [-0.023, -0.006, 0.040], [0.013, -0.007, 0.041], [0.028, 0.004, -0.043], [0.026, -0.024, 0.016], [0.010, -0.005, 0.012], [0.020, -0.010, -0.047], [-0.008, 0.002, -0.010], [0.001, 0.000, 0.015], [0.031, -0.009, -0.072], [0.002, -0.005, 0.040], [-0.040, 0.005, 0.025], [0.042, -0.007, -0.106], [0.021, -0.003, 0.001], [0.000, -0.014, 0.002], [-0.012, 0.013, -0.039], [-0.020, 0.017, 0.081], [-0.003, 0.004, -0.013], [0.010, -0.004, -0.010], [-0.024, 0.007, 0.081], [0.028, -0.028, -0.027], [-0.007, 0.011, -0.011], [-0.013, -0.004, -0.002], [0.006, -0.008, 0.000], [0.005, 0.005, -0.007], [-0.015, 0.017, 0.040], [-0.019, -0.006, 0.061], [0.024, -0.004, -0.044], [0.000, 0.005, 0.007], [-0.003, -0.001, 0.007], [0.004, -0.006, -0.048]]
}


Record 4
{
  "formula": "H18O9",
  "method": "ωB97M-V with the def2-TZVPD basis set",
  "lumo_energy_ev": 0.240,
  "charge": 0,
  "multiplicity": 1,
  "orbital_gap_ev": 11.03,
  "de_lowest_kj_mol": 209.20,
  "smiles": "O.O.O.O.O.O.O.O.O",
  "e_homo_ha": -0.3964,
  "symbols": ["O", "H", "H", "O", "H", "H", "O", "H", "H", "O", "H", "H", "O", "H", "H", "O", "H", "H", "O", "H", "H", "O", "H", "H", "O", "H", "H"],
  "xyz": [[-2.426, 0.379, 0.064], [-2.528, -0.643, 0.225], [-1.898, 0.493, -0.754], [0.738, 3.005, -1.399], [0.077, 2.395, -1.874], [0.056, 3.670, -0.973], [1.919, 1.723, 1.061], [0.980, 1.695, 1.493], [1.800, 2.224, 0.289], [-0.945, 0.691, -2.329], [-0.532, -0.202, -2.407], [-1.480, 0.518, -3.121], [0.336, -1.616, -1.852], [1.196, -1.151, -1.448], [-0.223, -1.821, -0.927], [2.607, -0.801, 0.313], [3.549, -0.763, 0.486], [2.284, 0.041, 0.770], [0.233, -1.993, 1.758], [0.071, -1.124, 2.218], [1.039, -1.913, 1.289], [-0.531, 0.635, 2.099], [-1.289, 0.714, 1.544], [-0.815, 0.904, 3.074], [-1.515, -2.040, -0.054], [-1.693, -3.017, -0.419], [-1.013, -2.001, 0.876]],
  "forces_ev_per_angstrom": [[-0.420, -1.740, 0.990], [0.500, 2.749, -1.049], [-0.234, -0.368, 0.192], [-3.652, 0.954, 0.479], [1.481, 0.706, 0.803], [2.213, -1.803, -1.194], [-2.032, -1.142, 3.191], [2.265, -0.114, -1.107], [-0.376, 1.138, -2.081], [-0.492, -0.743, -1.323], [1.073, -0.144, 1.302], [-0.494, 1.131, 0.127], [1.528, 0.973, 3.909], [-2.462, -1.542, -1.335], [1.214, 0.755, -3.075], [-0.743, 0.793, 0.802], [0.248, -0.224, -0.105], [0.330, -0.611, -0.908], [-1.835, 0.559, 2.014], [0.418, -0.739, -0.709], [1.701, 0.358, -0.940], [0.939, 0.815, 4.729], [-1.802, 0.119, -1.404], [0.712, -0.755, -3.264], [-0.475, -3.217, -0.109], [0.659, 3.148, 1.834], [-0.265, -1.056, -1.770]]
}


Look up the charge of the third one.
-1